# 1
C13H29ClNO7PSi2 as an isolated structure, computed with the ωB97M-V functional and the def2-TZVPD basis.

Each line ends with the Mulliken charge.
Geometry (Å):
C1 2.6898 -0.8243 2.9449  -0.799
C2 2.0623 -2.1481 2.2098  -0.601
C3 1.3224 -1.8650 0.7749  0.361
Cl1 0.4339 -3.4731 0.3286  -0.268
Si1 -0.0303 -0.4950 0.8060  0.575
O1 -0.9316 -0.4004 2.3393  -0.309
Si2 -2.3632 0.5866 1.9054  0.609
N1 -2.8242 1.7494 3.2155  -0.369
C4 -2.0558 2.9021 3.0095  0.539
O2 -0.9573 3.7047 3.0838  -0.448
P1 -4.0262 -0.8212 1.6371  0.069
C5 -3.9410 -2.1679 3.0265  -0.876
O3 -3.8273 -1.5927 0.0611  -0.475
H1 3.5623 -0.3155 2.3091  0.196
H2 1.8873 -0.0398 3.3147  0.259
H3 3.2213 -1.2150 3.9398  0.286
H4 2.9839 -2.8702 1.9768  0.303
H5 1.3677 -2.7590 2.9489  0.355
H6 2.0599 -1.6242 -0.1188  -0.090
H7 0.6898 0.8002 0.7074  -0.123
H8 -1.0271 -0.5974 -0.2507  -0.161
H9 -2.1304 1.3219 0.6411  -0.116
H10 -2.8748 -2.6472 2.9665  0.215
H11 -4.7199 -3.0290 2.8624  0.312
H12 -4.0568 -1.6592 4.0826  0.306
H13 -3.5898 -2.5502 0.2504  0.284
O4 -2.1680 1.9246 -1.5450  -0.558
C6 -3.2422 2.4719 -1.7789  0.707
O5 -3.4239 3.7790 -1.4816  -0.353
C7 -4.5753 4.5521 -1.8668  -0.400
C8 -5.7085 4.3674 -0.8780  -0.950
C9 -4.4012 1.6806 -2.3122  -0.896
H14 -4.8706 4.3328 -2.8970  0.360
H15 -4.2585 5.6027 -1.8551  0.314
H16 -6.0460 3.3284 -0.8419  0.279
H17 -6.5605 4.9984 -1.1452  0.356
H18 -5.3801 4.6279 0.1336  0.283
H19 -4.8932 1.1627 -1.4855  0.174
H20 -4.0184 0.9461 -3.0269  0.313
H21 -5.1318 2.2796 -2.8565  0.362
O6 4.4267 -1.0475 0.3977  -0.460
C10 5.1339 -1.1953 -0.5954  0.801
O7 4.5747 -1.3959 -1.8107  -0.370
C11 5.3024 -1.4112 -3.0525  -0.417
C12 5.8998 -2.7788 -3.3144  -0.971
C13 6.6286 -1.2486 -0.4661  -1.209
H22 6.0462 -0.6098 -3.0833  0.361
H23 4.5725 -1.1834 -3.8397  0.319
H24 6.6221 -3.0572 -2.5426  0.275
H25 6.4048 -2.8000 -4.2839  0.362
H26 5.1184 -3.5457 -3.3068  0.304
H27 6.9268 -2.2530 -0.1564  0.266
H28 6.9356 -0.5256 0.2953  0.332
H29 7.1608 -0.9726 -1.3770  0.383

HOMO-LUMO gap (eV): 7.56
Spin multiplicity: 1
Calculated total energy (eV): -67338.547

---

# 2
C13H29CrN3O2P2 as an isolated structure, computed with the ωB97M-V functional and the def2-TZVPD basis.

Each line ends with the Mulliken spin population.
Geometry (Å):
Cr1 -0.1684 -0.0222 0.2522  3.788
P1 -2.1977 -1.1405 0.3774  0.005
P2 -0.7326 2.1646 0.0921  -0.034
N1 0.2073 -1.6952 -0.8590  -0.077
N2 1.3772 0.6276 -0.9215  -0.062
H1 1.8346 -2.3949 -2.0475  0.001
H2 3.2691 -0.3604 -0.9371  0.000
H3 2.2051 -2.2228 -0.3014  -0.014
C1 1.6638 -1.7743 -1.1614  0.015
H4 2.5062 -0.2448 -2.4956  -0.006
C2 2.2724 -0.3913 -1.4200  0.031
H5 -0.2881 -3.4258 -1.8607  0.010
H6 2.3238 2.1808 -2.0081  -0.003
C3 -0.6265 -2.6449 -1.1698  0.108
C4 1.4962 1.8839 -1.3399  -0.024
C5 -2.0046 -2.8293 -0.5221  0.003
C6 0.5616 2.8132 -0.9247  0.076
H7 -1.8523 -3.4544 0.4424  0.004
H8 0.6483 3.8419 -1.2490  0.000
H9 -1.9252 2.4659 -0.5993  0.015
H10 -0.7247 3.0408 1.1999  0.017
H11 -3.3748 -0.4653 -0.0041  0.012
H12 -2.4318 -1.5440 1.7226  0.024
H13 -0.5535 0.6456 -3.0763  0.069
C7 -1.5178 0.7632 -3.6292  0.003
C8 -1.6722 2.1837 -4.2185  0.125
C9 -1.5612 -0.4418 -4.6208  0.002
O1 -2.5785 0.9411 -2.8003  0.848
H14 -0.8697 2.4086 -4.9195  0.026
H15 -2.6303 2.2195 -4.7437  -0.001
H16 -1.7269 2.9944 -3.4751  0.002
H17 -1.2524 -1.3864 -4.1310  0.003
H18 -2.5722 -0.6160 -5.0210  0.002
H19 -0.8770 -0.2442 -5.4647  -0.001
H20 -2.7732 -3.4956 -1.0162  -0.003
C10 1.3116 0.0610 5.6160  -0.001
N3 1.5135 -0.1921 4.1744  0.013
C11 2.7770 -0.7919 3.7574  0.002
C12 0.6000 0.0586 3.2372  0.009
C13 -0.6873 0.6870 3.6963  0.020
O2 0.8868 -0.2383 2.0306  -0.009
H21 2.2269 -0.2762 6.1268  -0.001
H22 0.4279 -0.5114 5.9717  0.001
H23 1.1471 1.1478 5.7783  0.001
H24 2.6285 -1.7681 3.2756  0.000
H25 3.3329 -0.1320 3.0773  0.000
H26 3.3771 -0.9408 4.6530  0.000
H27 -0.4666 1.6479 4.1945  0.000
H28 -1.3540 0.8560 2.8419  -0.001
H29 -1.1750 0.0116 4.4201  0.001

HOMO-LUMO gap (spin up / spin down) (eV): 6.89 / 6.32
Total charge: +1
Spin multiplicity: 6
Calculated total energy (eV): -69506.425

---

# 3
C13H29FGaNaO as an isolated structure, computed with the ωB97M-V functional and the def2-TZVPD basis.

Each line ends with the Mulliken charge.
Geometry (Å):
C1 1.0472 -3.3694 0.5466  -0.806
O1 1.6493 -2.1189 0.2560  -0.429
C2 3.0442 -2.2169 -0.0389  -0.640
C3 3.3598 -1.5181 -1.3372  -0.928
C4 2.9690 -0.0411 -1.3973  -0.311
C5 3.6012 0.8630 -0.3381  -0.538
C6 2.8454 2.1842 -0.0984  -1.336
C7 1.3335 1.9858 0.0614  0.352
C8 0.5862 3.1192 0.7931  -1.107
C9 -0.8943 3.1636 0.3201  -1.017
C10 -1.6020 1.8087 0.5761  -0.149
C11 -2.3447 1.1544 -0.5882  -0.923
Ga1 -2.9686 -0.7287 -0.1431  0.585
C12 -4.9634 -0.9952 0.0104  0.210
C13 -5.3885 -2.0554 1.0119  -1.152
F1 -5.6130 0.2192 0.3622  -0.360
H1 1.4626 -3.8122 1.4453  0.327
H2 1.1659 -4.0695 -0.2763  0.357
H3 -0.0071 -3.2037 0.7162  0.286
H4 3.3068 -3.2645 -0.1248  0.523
H5 3.6081 -1.8060 0.7917  0.292
H6 4.4052 -1.6464 -1.5973  0.387
H7 2.7778 -2.0465 -2.0881  0.355
H8 1.8912 0.0089 -1.3786  0.039
H9 3.2785 0.3435 -2.3636  0.480
H10 4.5987 1.0923 -0.6995  0.407
H11 3.7356 0.3584 0.6122  0.301
H12 3.0653 2.8585 -0.9200  0.389
H13 3.2239 2.6586 0.8003  0.379
H14 0.8685 1.8585 -0.9103  0.363
H15 1.2093 1.0613 0.6018  0.084
H16 0.6014 2.9284 1.8618  0.329
H17 1.0882 4.0627 0.6038  0.418
H18 -1.4384 3.9671 0.8035  0.406
H19 -0.8655 3.3435 -0.7503  0.379
H20 -0.8241 1.1267 0.8916  -0.135
H21 -2.2689 1.8944 1.4277  0.477
H22 -1.6387 1.0940 -1.4176  0.413
H23 -3.1775 1.7670 -0.9113  0.539
H24 -2.3648 -1.6875 -1.3245  -0.331
H25 -2.2540 -1.1836 1.2656  -0.290
H26 -5.3520 -1.2711 -0.9642  0.256
H27 -4.5456 -2.5570 1.4707  0.246
H28 -5.9819 -1.5893 1.7889  0.315
H29 -6.0129 -2.8159 0.5524  0.297
Na1 -0.2170 -0.9251 0.0962  0.263

HOMO-LUMO gap (eV): 7.91
Spin multiplicity: 1
Calculated total energy (eV): -75507.226

---

# 4
C13H29I2O3PdSSi as an isolated structure, computed with the ωB97M-V functional and the def2-TZVPD basis.

Each line ends with the Mulliken spin population.
Geometry (Å):
Pd1 -2.9370 0.6026 -1.4053  0.555
I1 -2.8799 -1.2969 -3.0854  0.167
C1 -4.7879 1.0348 -2.0328  -0.011
I2 -4.6065 2.5137 -0.5659  0.022
H1 -5.5638 0.3045 -1.8452  -0.003
H2 -4.7579 1.4575 -3.0317  0.019
C2 1.4945 1.2407 -2.0766  0.002
C3 0.2428 1.9875 -1.6587  -0.001
C4 -0.5402 2.4808 -2.8637  0.015
C5 0.5476 3.1113 -0.6859  0.001
O1 -0.6666 1.0353 -0.9841  -0.043
Si1 -0.4131 0.0026 0.2564  -0.005
S1 -2.4908 -0.7628 0.4575  1.222
O2 -0.1447 0.8320 1.6010  0.049
C6 0.5782 0.4989 2.8311  -0.016
C7 0.3121 1.6639 3.7693  -0.002
C8 0.0150 -0.7966 3.3898  0.013
C9 2.0566 0.3854 2.4997  0.003
O3 0.5914 -1.1846 -0.0566  -0.005
C10 0.7762 -2.5852 -0.4143  -0.002
C11 1.0828 -2.6208 -1.9028  0.001
C12 -0.4873 -3.3641 -0.0903  0.050
C13 1.9536 -3.0761 0.4105  0.006
H3 2.1500 1.9172 -2.6246  0.000
H4 1.2483 0.3990 -2.7225  0.000
H5 2.0451 0.8700 -1.2118  -0.001
H6 0.0604 3.1806 -3.4430  0.000
H7 -1.4467 3.0043 -2.5465  -0.005
H8 -0.8154 1.6467 -3.5125  0.000
H9 1.1493 3.8711 -1.1847  0.000
H10 1.1025 2.7477 0.1770  0.000
H11 -0.3722 3.5791 -0.3343  0.000
H12 -0.7537 1.7610 3.9717  0.000
H13 0.6721 2.5947 3.3328  0.000
H14 0.8292 1.5049 4.7152  0.000
H15 -1.0589 -0.7079 3.5548  0.001
H16 0.4836 -1.0289 4.3457  0.000
H17 0.2051 -1.6329 2.7162  -0.002
H18 2.4294 1.3277 2.0980  0.000
H19 2.2413 -0.4088 1.7786  0.000
H20 2.6219 0.1589 3.4035  -0.001
H21 0.2481 -2.2127 -2.4737  0.000
H22 1.2517 -3.6469 -2.2274  -0.001
H23 1.9805 -2.0426 -2.1176  0.000
H24 -1.3235 -3.0253 -0.7051  -0.023
H25 -0.7419 -3.2760 0.9666  -0.008
H26 -0.3348 -4.4210 -0.3082  0.004
H27 2.8403 -2.4752 0.2116  -0.001
H28 2.1773 -4.1093 0.1467  0.001
H29 1.7358 -3.0396 1.4774  0.000

HOMO-LUMO gap (spin up / spin down) (eV): 7.65 / 5.99
Total charge: +1
Spin multiplicity: 3
Calculated total energy (eV): -58485.983